The following is a DFT calculation (wB97M-V/def2-TZVPD) of a molecular structure, C40H47BrCl2HfN7O5S.

```
104
Properties=species:S:1:pos:R:3
Hf -0.56 0.00 -0.44
Br -4.55 -6.23 1.00
Cl -2.79 1.58 0.65
Cl 5.00 3.21 6.01
S 0.03 1.94 -2.19
O -2.72 0.84 -0.65
O -1.63 -1.11 -1.97
O -1.90 0.77 1.48
O -4.11 1.63 1.14
O -2.22 2.87 0.45
N -2.43 2.82 -2.66
N -0.52 -1.67 0.84
N 1.64 -1.58 -3.73
N -0.93 4.41 -1.93
N 1.21 0.60 1.01
N 1.12 -0.79 -1.50
N 0.60 -3.63 -4.69
C -2.79 -2.50 0.72
C 1.96 1.32 4.27
C -1.04 -4.05 1.24
C -1.97 -5.08 1.28
C -4.03 4.10 -4.06
C 0.33 4.86 -1.34
C -1.55 -5.20 -2.51
C 2.67 3.06 2.79
C 1.09 -2.69 -4.23
C 2.36 1.18 0.31
C -3.21 -4.94 -4.34
C 3.78 2.74 4.88
C 0.76 1.57 2.09
C -3.71 -3.53 0.73
C 2.93 1.69 5.19
C 1.82 1.99 3.06
C -0.54 6.62 0.34
C -2.05 6.48 0.21
C 0.26 6.32 -0.93
C -3.30 -4.82 1.01
C -3.64 3.63 -2.66
C -2.44 -4.34 -3.36
C -3.45 -0.66 -3.98
C -1.67 -2.34 -2.24
C -3.02 5.07 -4.68
C -4.09 -2.81 -5.02
C -4.85 -4.86 -6.24
C 2.90 -0.86 2.14
C 1.35 -1.20 -2.58
C 3.90 -0.10 1.68
C 1.56 -0.71 1.60
C 3.60 0.87 0.64
C 3.65 3.44 3.69
C -3.07 6.46 -4.07
C -1.22 3.16 -2.24
C -4.03 -4.20 -5.18
C -2.50 -2.93 -3.22
C -3.35 -2.15 -4.07
C 0.67 -1.71 1.55
C -1.43 -2.74 0.96
H -2.55 6.85 1.11
H -5.91 -4.62 -6.11
H -2.31 7.11 -4.50
H -0.17 5.98 1.15
H -1.64 -6.09 1.49
H -4.76 -3.32 0.53
H -1.64 5.12 -2.09
H -3.23 5.14 -5.75
H 3.07 -1.65 2.87
H -4.73 -5.94 -6.22
H 4.91 -0.22 2.05
H -4.04 6.93 -4.24
H -4.14 3.22 -4.69
H 1.30 6.65 -0.78
H -0.11 6.92 -1.77
H -4.73 -2.23 -5.68
H 0.92 -2.61 2.10
H -3.50 4.47 -1.97
H 4.41 1.36 0.12
H -0.04 1.07 2.63
H 4.31 4.28 3.48
H -3.73 -0.33 -2.98
H -5.01 4.57 -4.00
H 1.13 4.71 -2.07
H -2.43 7.06 -0.63
H -4.19 -0.30 -4.69
H -2.36 5.44 0.09
H -2.53 1.84 -2.89
H -1.01 -3.00 -1.68
H -2.02 4.65 -4.61
H -2.92 6.46 -2.99
H 1.30 0.50 4.50
H -3.13 -1.49 0.53
H -0.50 -5.01 -2.74
H -0.31 7.64 0.64
H 2.10 1.92 -0.44
H 0.00 -4.30 1.41
H -4.43 3.02 -2.22
H -2.48 -0.20 -4.22
H -1.74 -6.25 -2.72
H -4.55 -4.50 -7.23
H 2.56 3.61 1.86
H -1.72 -5.03 -1.44
H 0.55 4.23 -0.48
H -3.17 -6.02 -4.46
H 3.04 1.17 6.13
H 0.35 2.43 1.56
```

Calculated values
- Relative energy (zero: lowest compared OMol25 entry of this formula, charge and spin): 0.447 eV
- HOMO level: -9.88 eV
- Charge: +1
- Strongest force on any atom: 0.0157 Eh/bohr
- LUMO level: -3.54 eV
- Molar mass: 1067.23 g/mol
- Frontier orbital gap: 0.2332 Eh
- Energy: -170131.7458 eV